# 1
Here is a structure of composition C65H145NO6P4 in a non-equilibrium geometry from the OMol25 dataset. Energies are from ωB97M-V/def2-TZVPD.

Results
Total charge: +2
HOMO-LUMO gap (eV): 7.2
Strongest force on any atom (eV/Å): 5.2
Electronic energy (hartree): -4434.476496
HOMO level (eV): -10.394

Geometry (Å):
P1 13.72 21.01 25.16
P2 13.89 23.36 15.18
P3 8.23 26.36 22.29
P4 7.39 18.08 23.39
O1 12.90 27.83 25.19
O2 10.05 21.66 23.47
O3 8.60 22.23 22.11
O4 10.86 26.94 25.36
O5 10.59 22.17 21.49
O6 12.46 25.70 25.68
N1 9.76 22.02 22.34
C1 5.27 16.22 22.86
C2 4.34 15.17 23.41
C3 16.54 25.19 24.32
C4 5.59 30.67 23.83
C5 11.90 23.20 28.22
C6 15.51 18.78 25.67
C7 12.82 18.81 23.55
C8 10.90 26.52 21.50
C9 5.56 19.98 24.60
C10 3.95 21.84 25.59
C11 12.37 22.76 14.43
C12 12.03 23.17 18.23
C13 6.97 28.75 22.97
C14 13.20 21.49 26.82
C15 13.70 22.42 23.95
C16 13.48 24.48 16.52
C17 5.03 22.80 19.93
C18 14.69 21.91 15.85
C19 9.12 19.09 28.25
C20 13.44 26.32 21.12
C21 6.33 16.64 23.92
C22 12.14 24.42 17.28
C23 9.65 18.98 26.88
C24 4.84 21.37 24.42
C25 12.52 19.68 24.74
C26 13.32 24.09 11.19
C27 12.04 25.64 21.03
C28 8.98 18.20 24.43
C29 8.86 19.06 19.51
C30 11.61 21.65 15.10
C31 14.30 25.36 13.26
C32 11.81 22.20 29.51
C33 3.24 14.51 22.57
C34 7.15 24.94 26.08
C35 10.97 20.58 14.11
C36 6.47 24.67 20.87
C37 9.58 25.79 21.33
C38 7.80 18.00 21.58
C39 12.43 19.38 22.26
C40 15.34 20.21 25.04
C41 9.62 20.00 14.65
C42 8.25 25.43 23.83
C43 16.86 18.65 26.48
C44 16.22 22.12 16.07
C45 8.38 28.18 22.61
C46 14.92 24.16 13.83
C47 11.97 22.43 26.85
C48 8.57 18.45 25.86
C49 7.23 25.97 24.93
C50 6.57 26.14 21.41
C51 13.17 25.20 12.26
C52 12.55 18.32 21.16
C53 5.15 24.30 20.16
C54 16.94 20.91 16.87
C55 6.42 19.63 23.37
C56 16.55 20.84 18.42
C57 15.51 24.18 24.78
C58 8.48 24.61 26.82
C59 8.27 19.34 20.91
C60 9.18 20.24 18.51
C61 18.04 18.26 25.56
C62 12.19 26.87 25.44
C63 14.94 23.30 23.63
C64 13.20 22.97 19.20
C65 7.02 30.15 23.50
H1 16.04 23.45 25.39
H2 12.17 21.04 15.80
H3 9.06 19.75 21.54
H4 15.75 24.45 14.48
H5 7.01 17.54 20.98
H6 8.71 18.14 28.59
H7 5.15 24.73 19.16
H8 4.47 22.43 19.07
H9 11.04 26.80 22.54
H10 14.33 24.49 17.20
H11 9.10 28.19 23.43
H12 6.30 25.16 26.72
H13 5.02 30.03 24.51
H14 4.98 19.08 24.78
H15 6.34 28.60 22.10
H16 17.75 17.61 24.73
H17 6.49 26.91 20.64
H18 3.87 15.73 24.22
H19 11.71 19.84 13.81
H20 12.62 18.76 20.16
H21 6.21 26.10 24.56
H22 6.13 20.20 25.51
H23 4.30 21.47 23.48
H24 16.73 18.09 27.40
H25 13.89 23.80 19.32
H26 9.01 19.36 14.01
H27 16.74 19.94 16.43
H28 9.31 25.37 24.09
H29 4.81 22.15 20.78
H30 17.14 19.54 27.05
H31 5.62 22.11 24.21
H32 9.07 20.86 15.02
H33 11.03 23.83 28.04
H34 8.17 24.34 23.74
H35 15.99 20.92 25.54
H36 12.31 17.86 23.67
H37 13.82 22.12 18.92
H38 16.37 23.01 16.68
H39 5.76 26.39 22.10
H40 8.69 28.50 21.61
H41 5.81 16.01 21.94
H42 13.95 26.02 14.05
H43 3.16 21.12 25.80
H44 12.13 23.24 26.14
H45 16.30 21.84 18.76
H46 14.66 21.12 15.10
H47 9.81 19.36 15.52
H48 7.08 20.49 23.22
H49 9.59 24.70 21.38
H50 10.82 22.13 15.68
H51 11.20 24.44 16.75
H52 8.65 17.32 21.49
H53 12.14 25.36 17.85
H54 14.23 24.21 10.61
H55 7.66 18.99 26.12
H56 12.57 21.42 29.61
H57 17.18 24.77 23.54
H58 9.22 26.03 20.33
H59 7.02 15.86 24.23
H60 9.68 18.96 24.10
H61 5.78 16.90 24.83
H62 12.84 23.07 24.13
H63 12.46 19.01 25.60
H64 15.24 23.37 13.16
H65 15.19 25.88 12.92
H66 13.49 25.46 16.04
H67 9.87 19.25 29.02
H68 13.89 18.62 23.44
H69 18.02 21.07 16.82
H70 14.06 21.64 16.69
H71 18.47 19.18 25.16
H72 4.44 22.02 26.55
H73 15.40 17.99 24.93
H74 11.06 26.01 25.34
H75 17.42 20.51 19.00
H76 11.08 21.95 26.44
H77 6.65 28.13 23.81
H78 8.23 20.69 18.22
H79 5.07 30.62 22.87
H80 7.56 20.17 20.85
H81 9.78 21.06 18.90
H82 11.80 17.53 21.18
H83 12.21 25.16 12.78
H84 4.70 17.06 22.47
H85 12.95 20.60 27.40
H86 12.50 22.39 13.41
H87 2.57 15.30 22.24
H88 11.48 19.91 22.27
H89 7.74 26.83 25.34
H90 13.28 26.18 11.81
H91 15.96 26.05 23.99
H92 10.48 18.27 26.88
H93 8.32 17.47 26.27
H94 9.91 19.99 26.57
H95 13.53 21.97 22.97
H96 9.39 17.20 24.28
H97 11.72 22.37 17.56
H98 12.56 24.25 10.42
H99 13.53 17.84 21.23
H100 15.79 22.74 23.23
H101 15.73 20.19 24.02
H102 12.22 24.69 21.52
H103 11.52 20.09 24.64
H104 8.19 23.80 27.50
H105 8.32 19.84 28.30
H106 14.06 22.05 27.18
H107 10.76 21.10 13.17
H108 11.80 25.38 20.00
H109 11.68 23.57 14.21
H110 5.69 19.71 22.57
H111 3.40 22.75 25.35
H112 14.16 25.57 20.79
H113 4.30 24.69 20.72
H114 11.20 23.50 18.86
H115 14.61 24.59 25.23
H116 6.79 24.08 25.51
H117 3.57 13.79 21.81
H118 14.70 18.57 26.37
H119 2.69 13.94 23.32
H120 10.89 21.63 29.45
H121 13.08 20.20 21.94
H122 7.43 30.73 22.67
H123 12.89 22.56 20.16
H124 18.81 17.91 26.25
H125 13.65 26.69 22.12
H126 11.58 22.85 30.35
H127 13.43 27.04 20.29
H128 16.70 22.30 15.11
H129 6.60 23.89 21.62
H130 12.74 23.89 28.34
H131 10.87 27.42 20.89
H132 8.31 18.28 18.98
H133 5.09 14.54 23.90
H134 13.21 23.09 11.60
H135 9.59 19.87 17.57
H136 17.11 25.49 25.20
H137 8.79 25.56 27.25
H138 7.29 24.48 20.18
H139 14.65 23.97 22.82
H140 5.73 31.74 23.99
H141 15.69 20.19 18.60
H142 9.30 24.23 26.21
H143 6.01 22.46 19.57
H144 9.84 18.71 19.81
H145 7.84 30.37 24.19


# 2
Here is an isolated molecule of N2O5S3 in a non-equilibrium geometry from the OMol25 dataset. Energies are from ωB97M-V/def2-TZVPD.

Results
Total charge: 0
HOMO-LUMO gap (eV): 9.3
Strongest force on any atom (eV/Å): 3.9
Electronic energy (hartree): -1680.049954
HOMO level (eV): -11.495

Geometry (Å):
S1 -0.20 1.02 -0.22
S2 -1.84 -0.72 0.50
S3 1.57 -0.63 0.18
O1 -0.17 2.15 0.63
O2 -1.85 0.67 -0.29
O3 2.10 0.70 0.58
O4 0.40 0.93 -1.51
O5 -2.18 -1.78 -0.40
N1 2.23 -1.88 0.02
N2 -0.05 -0.46 0.53


For each record above, in turn, the calculated relative energy (zero: lowest compared OMol25 entry of this formula, charge and spin) values are 317.3, 0.0 kJ/mol.